{
  "formula": "C11H18ClI2NO4P",
  "method": "wB97M-V/def2-TZVPD",
  "species": ["C", "C", "I", "C", "I", "C", "C", "N", "C", "C", "P", "O", "Cl", "O", "H", "H", "H", "H", "H", "H", "H", "H", "H", "H", "H", "H", "O", "C", "O", "C", "C", "C", "H", "H", "H", "H", "H", "H"],
  "positions_angstrom": [[3.4622, 1.3451, -0.6517], [3.6668, -0.1503, -0.7172], [5.5919, -0.7453, -0.1454], [2.7271, -1.0045, -1.1302], [3.0274, -3.0820, -1.2263], [1.3109, -0.6373, -1.5616], [0.3490, -0.6225, -0.3430], [-0.1920, 0.7240, 0.0210], [-0.6553, 1.3890, -1.2456], [0.5683, 1.6374, -2.0954], [0.0329, 2.4047, -3.7377], [-0.7923, 3.6851, -3.1664], [1.8594, 3.2076, -4.2107], [1.2708, 0.4833, -2.4382], [2.5728, 1.6235, -0.0875], [3.3957, 1.7454, -1.6632], [4.3168, 1.8145, -0.1782], [0.9864, -1.4875, -2.1562], [0.8618, -1.0195, 0.5294], [-0.5064, -1.2622, -0.5284], [0.4622, 1.3154, 0.5288], [-1.0126, 0.5620, 0.6069], [-1.3571, 0.7117, -1.7291], [-1.1531, 2.3230, -1.0072], [1.1890, 2.3887, -1.5842], [-0.3793, 4.1386, -2.4247], [-0.0595, -2.1879, 3.0188], [-1.2073, -1.9434, 2.8334], [-1.5883, -1.0627, 1.8470], [-3.0244, -0.8575, 1.8953], [-3.5742, -2.0868, 2.6085], [-2.4316, -2.4442, 3.5630], [-3.2217, 0.0655, 2.4447], [-3.4006, -0.7563, 0.8778], [-4.5246, -1.8989, 3.1004], [-3.7196, -2.8946, 1.8913], [-2.5044, -1.9110, 4.5118], [-2.3470, -3.5099, 3.7500]],
  "mulliken_charge": [-0.928, 0.138, 0.153, -0.626, 0.195, 0.086, -0.947, 0.101, -0.860, -0.186, 0.217, -0.450, -0.201, -0.308, 0.054, 0.199, 0.584, 0.490, 0.660, 0.331, 0.466, 0.164, 0.393, 0.618, 0.414, 0.344, -0.532, 0.397, -0.341, -0.451, -0.565, -0.456, 0.308, 0.305, 0.357, 0.283, 0.274, 0.321],
  "total_energy_ev": -59385.298,
  "e_homo_ev": -11.5,
  "molar_mass_g_mol": 548.50,
  "charge": 1
}



{
  "formula": "C11H18F2N3O14Tl",
  "method": "wB97M-V/def2-TZVPD",
  "species": ["Tl", "C", "C", "O", "O", "H", "H", "H", "C", "C", "O", "C", "O", "O", "F", "H", "H", "H", "C", "C", "O", "C", "O", "O", "F", "H", "H", "H", "C", "N", "O", "O", "H", "H", "H", "C", "N", "O", "O", "H", "H", "H", "C", "N", "O", "O", "H", "H", "H"],
  "positions_angstrom": [[-4.6482, -1.3304, -15.4414], [-6.5094, 3.2232, -15.2358], [-6.0612, 1.8427, -15.3953], [-5.1229, 1.6070, -16.1775], [-6.3602, 0.9038, -14.6543], [-7.5193, 2.9871, -15.5712], [-6.1303, 3.9225, -15.9810], [-6.4450, 3.5668, -14.2034], [-8.6018, -0.6856, -11.9724], [-8.8041, -0.2999, -10.5337], [-10.1495, 0.2226, -10.5587], [-10.5508, 0.3518, -11.8286], [-11.6486, 0.8825, -12.1845], [-9.6865, -0.1468, -12.6126], [-8.0767, 0.7787, -10.2928], [-8.4756, -1.7516, -12.1613], [-7.7290, -0.1309, -12.3169], [-8.5120, -1.0711, -9.8209], [-7.2094, 8.0558, -12.3739], [-5.7388, 7.8722, -12.6608], [-5.7770, 6.8594, -13.7008], [-6.9036, 6.9139, -14.3013], [-7.1280, 6.3552, -15.3872], [-7.7603, 7.6198, -13.6621], [-5.0543, 7.5370, -11.5775], [-7.6399, 9.0339, -12.1591], [-7.7065, 7.4895, -11.5863], [-5.2058, 8.7497, -13.0270], [-7.5619, 2.1856, -18.7120], [-7.6265, 2.1842, -20.2309], [-7.1664, 1.2404, -20.8991], [-7.9333, 3.2511, -20.7352], [-6.5429, 2.0887, -18.3373], [-8.1277, 1.3793, -18.2453], [-8.0256, 3.1034, -18.3504], [-9.9927, 1.3549, -15.1955], [-10.1691, 1.7241, -16.5865], [-10.1058, 2.9052, -16.9187], [-10.3755, 0.7264, -17.3072], [-9.0726, 0.7706, -15.1829], [-10.8677, 0.7687, -14.9146], [-9.9553, 2.2903, -14.6372], [-1.7312, 3.1340, -15.5192], [-1.3352, 1.6722, -15.4344], [-2.1293, 0.7634, -15.0939], [-0.1255, 1.4713, -15.6342], [-1.1377, 3.4793, -14.6727], [-2.8025, 3.2420, -15.3496], [-1.3934, 3.5820, -16.4537]],
  "mulliken_charge": [0.906, -0.841, 0.956, -0.371, -0.514, 0.181, 0.391, 0.408, -0.194, 0.201, -0.308, 0.690, -0.510, -0.245, -0.266, 0.371, 0.082, 0.334, -0.413, 0.366, -0.268, 0.804, -0.517, -0.311, -0.239, 0.252, 0.284, 0.285, -0.666, 0.898, -0.409, -0.378, 0.269, 0.240, 0.351, -0.804, 0.883, -0.452, -0.474, 0.232, 0.399, 0.313, -0.489, 0.742, -0.477, -0.403, 0.319, 0.090, 0.302],
  "total_energy_ev": -54928.982,
  "e_homo_ev": -15.9,
  "molar_mass_g_mol": 658.65,
  "charge": 2
}



{
  "formula": "C11H18IN2",
  "method": "wB97M-V/def2-TZVPD",
  "species": ["C", "C", "C", "C", "C", "C", "C", "C", "C", "C", "C", "N", "N", "I", "H", "H", "H", "H", "H", "H", "H", "H", "H", "H", "H", "H", "H", "H", "H", "H", "H", "H"],
  "positions_angstrom": [[-0.0509, 1.0057, 0.5049], [1.2630, 1.7419, 0.7661], [2.2204, 1.4523, -0.3815], [2.4455, -0.0301, -0.3393], [0.3847, -0.5676, -1.9168], [-2.4588, 0.9000, 0.2924], [-1.0044, -1.0186, -1.5930], [-2.4746, -0.5899, 0.4808], [0.0453, -0.5659, 0.4538], [1.1346, -0.7804, -0.6208], [0.2736, -1.1025, 1.8420], [-1.1581, 1.5606, 0.4775], [-1.1603, -1.1318, -0.1289], [1.5469, -2.9655, -0.5880], [0.9720, 2.7755, 0.8348], [1.7150, 1.4235, 1.6758], [1.8621, 1.7224, -1.4677], [3.2823, 1.9395, -0.2728], [3.0014, -0.5995, -1.1901], [2.7245, -0.4822, 0.6112], [0.8914, -1.0478, -2.8486], [0.4091, 0.5511, -2.1235], [-2.5962, 0.9641, -0.8379], [-3.1269, 1.5097, 0.8054], [-1.8821, -0.2565, -1.9478], [-1.1622, -2.0238, -1.9828], [-2.4848, -0.8593, 1.5316], [-3.2634, -1.0188, -0.1509], [-0.4671, -1.8334, 2.1282], [0.0615, -0.4149, 2.6361], [1.2670, -1.4391, 2.1811], [-1.1321, -2.1690, 0.1333]],
  "mulliken_charge": [0.216, -1.096, -0.542, -0.711, -0.495, -0.826, -0.383, -0.526, 0.988, -0.745, -1.488, -0.647, -0.013, 0.213, 0.435, 0.403, 0.257, 0.331, 0.436, 0.449, 0.353, 0.272, 0.321, 0.457, 0.226, 0.410, 0.351, 0.462, 0.389, 0.434, 0.409, 0.658],
  "total_energy_ev": -22771.980,
  "e_homo_ev": -12.9,
  "molar_mass_g_mol": 305.18,
  "charge": 1,
  "smiles": "C[C@]12C3=NCC[N@H+]1CC[C@@]2(I)CCC3"
}